No. 1
9
Properties=species:S:1:pos:R:3 method="wB97M-V/def2-TZVPD" total_charge=0 energy_ev=-21115.9396 smiles="C=C(Cl)C(F)F" relative_energy_kj_mol=59.48 homo_ha=-0.3803 largest_force_ev_per_a=4.63
C 1.050 0.358 -0.172
C -0.483 0.569 0.027
C -0.993 1.727 -0.211
H 1.429 1.262 -0.429
H -2.033 1.967 -0.157
H -0.451 2.629 -0.223
F 1.591 0.026 1.021
F 1.259 -0.689 -0.983
Cl -1.296 -0.930 0.153

No. 2
98
Properties=species:S:1:pos:R:3 method="wB97M-V/def2-TZVPD" total_charge=+1 spin_multiplicity=3 energy_ev=-172650.4006 relative_energy_kj_mol=0.00 homo_ha="-0.3400 / -0.3456" largest_force_ev_per_a=0.38
V 0.496 0.356 -0.073
C -2.444 3.137 1.267
C -2.732 2.409 -0.051
C -4.199 2.580 -0.440
P -2.100 0.661 0.098
C -3.324 -0.363 -0.838
C -3.195 -1.840 -0.480
C -3.165 -0.161 -2.349
C -2.354 0.143 1.799
C -3.599 0.178 2.427
C -3.797 -0.426 3.652
C -2.731 -1.119 4.224
C -1.495 -1.172 3.617
C -1.258 -0.509 2.394
N -0.048 -0.535 1.730
C 1.121 -0.992 2.379
C 1.512 -0.646 3.675
C 2.756 -1.014 4.156
C 3.644 -1.725 3.356
C 3.255 -2.109 2.083
C 1.994 -1.771 1.609
P 1.208 -2.219 0.039
C 2.353 -3.222 -1.030
C 2.898 -4.515 -0.416
C 3.475 -2.397 -1.659
C -0.109 -3.432 0.578
C 0.245 -4.320 1.773
C -0.636 -4.254 -0.599
H -2.584 4.212 1.141
H -1.429 2.954 1.627
H -3.118 2.794 2.053
H -2.111 2.860 -0.829
H -4.865 2.164 0.319
H -4.445 2.123 -1.397
H -4.424 3.645 -0.516
H -4.308 0.000 -0.527
H -2.190 -2.191 -0.727
H -3.905 -2.427 -1.065
H -3.378 -2.031 0.576
H -2.306 -0.727 -2.713
H -3.017 0.885 -2.628
H -4.047 -0.526 -2.877
H -4.431 0.672 1.938
H -4.759 -0.388 4.142
H -2.875 -1.639 5.163
H -0.706 -1.747 4.078
H 0.847 -0.060 4.293
H 3.047 -0.724 5.157
H 4.625 -1.987 3.728
H 3.944 -2.666 1.465
H 1.678 -3.514 -1.846
H 3.399 -4.353 0.536
H 3.628 -4.949 -1.102
H 2.121 -5.259 -0.257
H 4.169 -2.016 -0.911
H 3.089 -1.543 -2.215
H 4.034 -3.027 -2.354
H -0.909 -2.764 0.910
H 0.981 -5.081 1.522
H -0.657 -4.831 2.115
H 0.632 -3.737 2.607
H 0.082 -5.009 -0.918
H -0.884 -3.641 -1.469
H -1.546 -4.777 -0.302
S 2.890 0.682 -0.645
C 2.834 1.577 0.828
C 3.897 2.259 1.436
C 3.667 2.906 2.627
C 2.395 2.869 3.209
C 1.407 2.173 2.558
N 1.618 1.556 1.390
H 4.868 2.260 0.962
H 4.471 3.439 3.118
H 2.190 3.358 4.149
H 0.403 2.092 2.964
Se 0.411 4.466 -6.774
N 0.493 4.941 -5.070
C 0.429 3.843 -4.360
C 0.440 3.818 -2.901
C 0.505 4.982 -2.142
C 0.490 4.871 -0.772
C 0.429 3.607 -0.199
N 0.368 2.480 -0.902
C 0.362 2.589 -2.245
C 0.301 1.339 -3.008
N 0.273 0.195 -2.300
C 0.219 -0.958 -2.963
C 0.196 -1.040 -4.348
C 0.230 0.124 -5.079
C 0.282 1.339 -4.404
C 0.341 2.617 -5.105
N 0.334 2.735 -6.409
H 0.565 5.939 -2.641
H 0.539 5.742 -0.135
H 0.439 3.514 0.873
H 0.189 -1.851 -2.356
H 0.153 -2.006 -4.831
H 0.218 0.123 -6.160